[1]
A structure of composition C10H8Cl5OSTl at a distorted geometry, computed with wB97M-V/def2-TZVPD.

Cartesian coordinates (Å):
Tl 1.69147 14.49994 6.23564
Cl 1.81807 12.91811 2.93219
C 1.39379 11.92519 4.28961
C 1.07751 12.48238 5.52082
C 0.54686 11.67257 6.51993
Cl -0.17727 12.45868 7.88185
C 0.52631 10.24585 6.44255
Cl 0.03266 9.30010 7.75878
C 0.93119 9.64600 5.21147
Cl 0.95391 7.94666 5.08654
C 1.34224 10.50275 4.14312
Cl 1.74602 9.77888 2.67771
O -0.43631 15.50277 5.64627
S -1.39043 16.48916 4.89352
C -0.55643 18.06906 4.54300
C -1.19089 19.16946 5.35675
C -2.44712 18.65837 6.12193
C -2.46842 17.12772 6.20443
H -0.76461 18.21662 3.45464
H 0.51332 17.89960 4.60712
H -1.36770 20.03881 4.72140
H -0.45074 19.51291 6.11018
H -3.38595 19.00898 5.64171
H -2.48631 19.09771 7.14013
H -3.45401 16.68237 6.05590
H -2.02622 16.71908 7.15086

Properties
Maximum force ... 2.72 eV/A
Calculated total energy ... -3332.65967 hartree
HOMO ... -7.45 eV
Net charge ... 0
M ... 557.9 g mol⁻¹

***

[2]
The molecule C10H8ClNO at a distorted geometry, computed with wB97M-V/def2-TZVPD.

Cartesian coordinates (Å):
O -3.54373 -1.56255 0.72289
C -3.16756 -0.14366 0.42823
Cl -4.14021 0.41248 -0.96680
C -1.70496 0.09276 0.33827
C -1.27731 1.41517 0.52305
C 0.07361 1.68803 0.49762
C 1.02435 0.74744 0.02457
C 2.35974 1.01549 -0.26872
C 3.25067 0.04492 -0.50185
C 2.77539 -1.25538 -0.71453
C 1.44686 -1.60925 -0.52423
C 0.53555 -0.59917 -0.12100
N -0.76944 -0.87286 0.12951
H -3.13386 -2.26155 -0.00335
H -3.43645 0.36970 1.34880
H -1.95109 2.20187 0.85440
H 0.39020 2.75409 0.66591
H 2.74009 1.98757 -0.22244
H 4.25251 0.21407 -0.44203
H 3.39052 -2.01288 -1.17944
H 0.88510 -2.62629 -0.58884

Properties
Maximum force ... 4.25 eV/A
Calculated total energy ... -976.00958 hartree
HOMO ... -8.99 eV
Net charge ... 0
M ... 193.6 g mol⁻¹
Relative energy (zero: lowest compared OMol25 entry of this formula, charge and spin) ... 39.7 kJ/mol
SMILES ... O[C@H](Cl)c1ccc2ccccc2n1

***

[3]
The molecule C10H8F6OS at a distorted geometry, computed with wB97M-V/def2-TZVPD.

Cartesian coordinates (Å):
C 3.39348 -0.01159 0.77423
C 2.10012 0.51708 0.27392
C 2.07777 1.81368 -0.23935
C 0.86567 2.29364 -0.75284
C -0.31631 1.52125 -0.73964
S -1.74180 2.40175 -1.32519
C -0.30476 0.19461 -0.22249
C -1.55061 -0.75269 -0.18470
O -2.35556 -0.44648 -1.36856
C -1.17051 -2.26055 -0.24241
F -0.33015 -2.49509 -1.30445
F -2.24635 -3.04985 -0.40420
F -0.63444 -2.79561 0.90100
C -2.33412 -0.45428 1.11253
F -2.99020 0.69190 0.99285
F -3.37025 -1.32617 1.32622
F -1.52578 -0.40754 2.20950
C 0.93638 -0.25611 0.31372
H 3.52974 0.24592 1.82829
H 3.42949 -1.09615 0.65736
H 4.19392 0.40121 0.16754
H 2.93801 2.45965 -0.25408
H 0.81228 3.32341 -1.14317
H -2.60835 1.44881 -0.92499
H -1.89069 -0.72175 -2.17683
H 1.09301 -1.23905 0.72574

Properties
Maximum force ... 2.19 eV/A
Calculated total energy ... -1458.49089 hartree
HOMO ... -8.39 eV
Net charge ... 0
M ... 290.2 g mol⁻¹
Relative energy (zero: lowest compared OMol25 entry of this formula, charge and spin) ... 0.0 kJ/mol
SMILES ... Cc1ccc(S)c(C(O)(C(F)(F)F)C(F)(F)F)c1

***

[4]
The molecule C10H8FNO2S at a distorted geometry, computed with wB97M-V/def2-TZVPD.

Cartesian coordinates (Å):
H 0.29656 0.48480 2.96056
N 0.42263 -0.35983 2.41236
C 0.65213 -0.02347 1.22284
C 1.35174 -0.91994 0.28914
C 1.74264 -2.23709 0.60890
C 2.21822 -3.03893 -0.37896
C 2.42607 -2.58326 -1.65735
C 2.22422 -1.25076 -1.94467
C 1.58541 -0.43270 -1.00429
S 1.21276 1.24196 -1.13122
C 0.43650 1.33266 0.54887
F 1.01312 2.26981 1.38840
C -1.02425 1.80005 0.30033
O -1.95681 1.10510 -0.00650
O -1.03577 3.11152 0.54632
C -2.36736 3.73858 0.62602
H 1.43602 -2.57723 1.58239
H 2.74355 -3.93109 -0.18389
H 2.68813 -3.28815 -2.33219
H 2.48637 -0.85068 -2.83897
H -3.13523 2.86452 0.49023
H -2.35054 4.45286 -0.13364
H -2.39615 4.20576 1.69309

Properties
Maximum force ... 3.69 eV/A
Calculated total energy ... -1089.10436 hartree
HOMO ... -8.60 eV
Net charge ... 0
M ... 225.2 g mol⁻¹
Relative energy (zero: lowest compared OMol25 entry of this formula, charge and spin) ... 0.0 kJ/mol
SMILES ... [H]/N=C1/c2ccccc2S[C@@]1(F)C(=O)OC

***

[5]
A structure of composition C10H8GaN3O6 at a distorted geometry, computed with wB97M-V/def2-TZVPD.

Cartesian coordinates (Å):
O 0.66107 0.13062 -3.67300
C 0.78859 0.11086 -2.47116
Ga 0.31190 0.05663 -0.28037
O 3.03455 -0.23268 -1.73048
C 1.83171 -0.08639 -1.59677
C -1.81838 0.01122 0.31087
O -2.58854 0.38304 1.13599
C 0.18191 -2.04502 0.06510
O 0.32861 -3.14732 0.33804
C -0.10872 2.10450 -0.46226
O -0.19516 3.24550 -0.37411
H -2.28189 -0.72914 -0.44574
C -0.15301 -1.48500 4.68343
N 0.61146 -0.64372 3.77856
C 1.67078 0.06536 4.27501
C 2.41735 0.84979 3.44925
C 2.05572 0.91044 2.10326
N 1.00927 0.21584 1.62939
C 0.28615 -0.60146 2.45611
O -0.61891 -1.33541 1.96263
N 2.72797 1.68690 1.22929
H -0.94937 -1.97765 4.12628
H -0.57262 -0.86554 5.48740
H 0.50753 -2.23062 5.14595
H 1.85897 -0.07040 5.34333
H 3.29732 1.39061 3.79440
H 3.62005 2.03831 1.55100
H 2.66488 1.49524 0.24249

Properties
Maximum force ... 9.64 eV/A
Calculated total energy ... -2925.53804 hartree
HOMO (spin up / spin down) ... -16.55 / -16.69 eV
Net charge ... +2
M ... 335.9 g mol⁻¹
Relative energy (zero: lowest compared OMol25 entry of this formula, charge and spin) ... 374.4 kJ/mol

***

[6]
A cluster of 2 separate species, C10H8IN2OP in total at a distorted geometry, computed with wB97M-V/def2-TZVPD.

Cartesian coordinates (Å):
C -1.30398 -4.01550 -0.14738
C 2.18353 2.95226 -0.24835
C -0.23779 -3.96331 -1.05100
C 1.61810 4.15452 0.13780
C -1.56315 -2.87253 0.58936
C 1.55496 1.71453 -0.08563
C 0.39402 -2.74769 -1.30703
C 0.32186 4.16598 0.58888
C -0.81677 -1.68406 0.27682
C 0.31142 1.96499 0.45970
N 0.18882 -1.68933 -0.54106
N -0.27037 3.03091 0.84162
O -1.61243 -0.29875 2.51284
P -1.24369 -0.11684 1.11645
I -3.32556 0.68962 0.02882
H -2.08228 -4.91822 -0.14681
H 3.04895 2.76605 -0.71440
H 0.03668 -4.68539 -1.74221
H 2.01366 5.18697 -0.01314
H -2.43579 -2.93864 1.22581
H 1.98536 0.84634 -0.54627
H 1.28329 -2.72452 -1.91582
H -0.04884 5.18262 0.68101

Properties
Maximum force ... 4.14 eV/A
Calculated total energy ... -1209.56731 hartree
HOMO (spin up / spin down) ... -8.24 / -8.24 eV
Net charge ... 0
M ... 330.1 g mol⁻¹
Relative energy (zero: lowest compared OMol25 entry of this formula, charge and spin) ... 141.8 kJ/mol

***

[7]
A structure of composition C10H8N2 at a distorted geometry, computed with wB97M-V/def2-TZVPD.

Cartesian coordinates (Å):
C 2.49679 1.36617 1.07986
C -2.95454 0.62677 0.07997
C -2.19610 0.60388 1.18434
C -2.28751 0.53231 -1.16361
C -0.81603 0.63774 1.22013
C -0.88276 0.52560 -1.23381
C -0.15194 0.57686 -0.01583
C 1.98063 -0.69431 -0.65762
C 1.26393 0.43294 -0.25933
C 2.09507 -2.05688 -0.31287
N 3.24919 1.62860 1.88013
N 1.99162 0.24243 -1.49247
H -4.00410 0.54384 0.06876
H -2.66523 0.58989 2.18598
H -2.90135 0.49987 -2.00486
H -0.24860 0.78789 2.08337
H -0.35935 0.52760 -2.16975
H 2.81991 -2.74149 -0.87466
H 1.05658 -2.38858 -0.30630
H 2.51380 -2.24114 0.70859

Properties
Maximum force ... 6.42 eV/A
Calculated total energy ... -495.20725 hartree
HOMO ... -9.59 eV
Net charge ... 0
M ... 156.2 g mol⁻¹
Relative energy (zero: lowest compared OMol25 entry of this formula, charge and spin) ... 425.2 kJ/mol

***

[8]
A structure of composition C10H8N2O4S4Se3Sn at a distorted geometry, computed with wB97M-V/def2-TZVPD.

Cartesian coordinates (Å):
Sn 1.02642 0.56015 -0.43499
Se -0.64973 -2.07356 2.12780
Se -2.21853 -0.52924 1.48381
C -2.53213 -1.10810 -0.33984
C -3.82322 -1.17872 -0.84006
C -3.98922 -1.63190 -2.13886
C -2.87798 -2.01493 -2.87326
C -1.63126 -1.90443 -2.28433
N -1.47128 -1.45676 -1.04055
C 0.90375 -1.06908 2.70863
C 1.23500 -1.21224 4.05104
C 2.38087 -0.60072 4.52829
C 3.17294 0.11373 3.64864
C 2.76982 0.21346 2.33213
N 1.65406 -0.35389 1.86610
H -4.66136 -0.86902 -0.23145
H -4.97779 -1.68457 -2.57378
H -2.96653 -2.36903 -3.88990
H -0.71972 -2.15822 -2.81232
H 0.58643 -1.78568 4.69722
H 2.63945 -0.67828 5.57530
H 4.08568 0.58503 3.98125
H 3.35251 0.75362 1.59405
S 3.19817 2.25232 -1.14039
S 2.16815 3.76042 -1.82618
S 0.51940 4.11363 -0.47655
S 0.54290 2.65353 0.93176
O 1.45747 0.66492 -3.35393
Se 0.36955 1.81596 -3.38403
O -0.43378 2.06052 -4.70198
O -0.48289 1.79484 -2.02172
O 1.37287 3.33624 -3.16192

Properties
Maximum force ... 1.45 eV/A
Calculated total energy ... -9807.61440 hartree
HOMO ... -8.14 eV
Net charge ... 0
M ... 704.0 g mol⁻¹
Relative energy (zero: lowest compared OMol25 entry of this formula, charge and spin) ... 22.3 kJ/mol

***

[9]
The molecule C10H8N4O3S2 at a distorted geometry, computed with wB97M-V/def2-TZVPD.

Cartesian coordinates (Å):
C 1.96190 2.76433 4.07015
N 2.19554 1.75489 3.01332
C 1.18955 1.35770 2.09856
O -0.07472 1.88846 2.03437
C 1.58731 0.32467 1.24876
N 0.87836 -0.26918 0.24256
N -0.25545 0.10738 -0.07450
C -0.87132 -0.52289 -1.13990
C -2.22828 -0.34961 -1.34968
C -2.86931 -1.06871 -2.37246
C -2.19305 -1.93365 -3.18855
N -2.82521 -2.73374 -4.15565
O -2.14004 -3.42911 -4.91594
O -4.06643 -2.65232 -4.23070
C -0.77727 -2.02166 -3.06254
C -0.13981 -1.32358 -2.02685
S 3.26828 -0.16471 1.58750
C 3.40207 1.06485 2.82627
S 4.67060 1.37981 3.84520
H 2.73852 3.51748 4.04955
H 2.00773 2.29680 5.07430
H 0.96976 3.22354 3.95255
H -0.44751 1.55929 1.18964
H -2.82291 0.30158 -0.76449
H -3.94407 -0.94247 -2.43693
H -0.15483 -2.66416 -3.64608
H 0.94056 -1.46499 -1.86843

Properties
Maximum force ... 3.39 eV/A
Calculated total energy ... -1626.84747 hartree
HOMO ... -8.26 eV
Net charge ... 0
M ... 296.3 g mol⁻¹
Relative energy (zero: lowest compared OMol25 entry of this formula, charge and spin) ... 2.7 kJ/mol
SMILES ... Cn1c(O)c(/N=N/c2ccc([N+](=O)[O-])cc2)sc1=S

***

What is the M in the fifth record?
335.9 g mol⁻¹

***

Which value of maximum force does entry 3 give?
2.19 eV/A

***

What is the M in the third record?
290.2 g mol⁻¹

***

Which value of M does entry 4 give?
225.2 g mol⁻¹